Record 1
Computed, not measured: a 2-piece molecular cluster, C4H8O overall in a non-equilibrium geometry, with the ωB97M-V functional and the def2-TZVPD basis.

Last column: Mulliken charge in e.
Atoms and positions in Å:
C -1.74 -0.01 0.14  -1.231
C -0.37 0.33 -0.41  -0.409
C 0.81 0.31 0.55  -0.420
C 1.84 -0.29 -0.38  0.017
O 1.58 -1.22 -1.15  -0.430
H -2.19 0.71 0.84  0.321
H -1.69 -0.98 0.64  0.314
H -2.44 -0.13 -0.70  0.311
H 0.26 -0.97 -1.08  0.382
H -0.37 1.33 -0.92  0.196
H 1.20 1.23 1.01  0.317
H 0.63 -0.41 1.36  0.272
H 2.84 0.13 -0.48  0.360

Its HOMO-LUMO gap is 8.5 eV. Its charge is 0.

---

Record 2
Computed, not measured: a 2-piece molecular cluster, C5H12O3 overall in a non-equilibrium geometry, with the ωB97M-V functional and the def2-TZVPD basis.

Last column: Mulliken charge in e.
Atoms and positions in Å:
C 0.93 -1.87 -0.55  -1.104
C -0.27 -1.56 0.31  0.880
C -1.62 -1.65 -0.35  -1.055
O -0.16 -1.52 1.57  -0.624
H 0.86 -1.35 -1.51  0.326
H 1.84 -1.53 -0.04  0.279
H 1.00 -2.95 -0.71  0.387
H -2.31 -0.97 0.15  0.221
H -1.98 -2.68 -0.27  0.405
H -1.56 -1.38 -1.40  0.296
C 1.37 2.13 0.35  -1.284
C 0.06 1.36 0.31  0.700
O -0.95 2.04 1.01  -0.572
O -0.35 1.19 -1.02  -0.454
H 2.12 1.66 -0.29  0.311
H 1.22 3.15 -0.02  0.336
H 1.75 2.21 1.38  0.317
H 0.22 0.35 0.87  -0.050
H -1.43 1.36 1.52  0.349
H -0.74 2.02 -1.32  0.337

Its HOMO-LUMO gap is 10.6 eV. Its charge is 0.

---

Record 3
Computed, not measured: a 2-piece molecular cluster, C4H10O2 overall in a non-equilibrium geometry, with the ωB97M-V functional and the def2-TZVPD basis.

Last column: Mulliken charge in e.
Atoms and positions in Å:
C -0.07 -0.06 2.56  -0.191
O -0.31 -1.17 3.42  -0.527
C -1.31 0.08 1.65  -0.754
H 0.03 0.88 3.12  0.216
H 0.87 -0.19 2.02  0.318
H 0.47 -1.36 3.95  0.273
H -1.72 1.09 1.78  0.238
H -1.07 -0.02 0.60  0.126
H -2.07 -0.65 1.92  0.296
O 1.09 0.07 -4.88  -0.772
C 0.73 0.63 -3.79  -0.362
C 0.75 -0.10 -2.46  -0.656
H 0.38 1.67 -3.69  0.292
H 1.78 -0.36 -2.10  0.218
H 0.20 -1.06 -2.38  0.208
H 0.25 0.55 -1.72  0.075

Its HOMO-LUMO gap (spin up / spin down) is 2.1 / 5.5 eV. Its multiplicity is 2. Its charge is -1.

---

Record 4
Computed, not measured: the molecule C6H8O2 in a non-equilibrium geometry, with the ωB97M-V functional and the def2-TZVPD basis.

Last column: Mulliken charge in e.
Atoms and positions in Å:
O 2.12 1.10 0.03  -0.530
C 1.05 0.46 0.08  0.004
C 1.00 -0.90 0.53  -0.262
C -0.30 -1.39 0.66  -0.807
C -1.01 -0.23 -0.09  0.348
O -2.40 -0.64 -0.44  -0.540
C -0.36 1.03 0.69  -0.516
C 0.05 0.15 -1.20  -0.334
H 1.68 1.95 -0.08  0.397
H 2.05 -1.39 0.80  0.255
H -0.64 -2.44 0.71  0.365
H -2.85 0.15 -0.76  0.327
H -0.54 2.03 0.45  0.500
H -0.16 0.78 1.92  0.277
H -0.16 1.17 -1.81  0.243
H 0.27 -0.69 -1.98  0.272

Its HOMO-LUMO gap is 9.1 eV. Its charge is 0.